1.
Formula: C5H9NO
Source: OMol25
Level of theory: wB97M-V/def2-TZVPD

Results
SMILES = NC1=CCCCO1
energy above the lowest of the compared OMol25 structures with the same formula, charge and spin = 106.9 kJ/mol

The geometry in ORCA input format:
```
! wB97M-V def2-TZVPD RIJCOSX def2/J DEFGRID3
* xyz 0 1
H -1.52 -0.11 -1.37
H -0.80 1.37 1.19
H -1.36 2.17 -0.31
N 2.53 0.34 -0.30
H -1.03 -2.10 -0.18
H -2.63 0.02 0.00
O 0.46 1.29 -0.45
C -1.57 -0.01 -0.28
C -0.86 1.28 0.10
H 2.82 1.19 -0.76
C 0.63 -0.92 0.45
C -0.85 -1.19 0.39
H 1.30 -1.66 0.85
C 1.17 0.19 -0.09
H -1.27 -1.37 1.40
H 2.99 -0.49 -0.63
*
```


2.
Formula: C23H53N7O16S2
Source: OMol25
Level of theory: wB97M-V/def2-TZVPD

Results
SMILES = C[N+](=O)[O-].O=S1(=O)OCCO1.O=S1(=O)OCCO1.CN(C)C=O.CN(C)C=O.CN(C)C=O.CN(C)C=O.CN(C)C=O.CN(C)C=O

The geometry in ORCA input format:
```
! wB97M-V def2-TZVPD RIJCOSX def2/J DEFGRID3
* xyz 0 1
C 6.13 0.03 1.76
O -5.80 -3.17 0.43
H -3.30 5.81 0.14
N -1.21 -2.44 -3.31
H -3.47 4.07 -0.20
C -0.87 1.54 -6.21
H 4.03 0.31 0.97
C -0.90 1.52 -3.76
C -1.01 5.71 0.84
H 1.05 -2.79 3.23
O -1.25 2.23 2.74
H 0.51 -3.25 -3.77
O 6.94 -0.09 0.63
H 1.29 -4.97 0.53
N 0.23 -0.32 0.46
H -4.72 1.54 1.66
H 5.30 2.74 -1.04
H -1.60 0.12 3.96
N -3.17 1.07 2.89
H -1.36 2.70 -0.45
C -4.38 -3.89 3.16
H -2.75 -1.00 -2.81
C -2.69 0.19 3.92
C 3.45 -4.50 2.76
N -1.52 4.82 -0.03
H -0.08 1.32 -3.08
C -1.54 -2.46 -4.80
H -2.51 -2.95 -4.91
S 6.27 -0.91 -0.65
N -0.44 2.04 -5.07
H -4.84 -0.08 2.35
H -3.05 -2.59 -2.22
H -0.49 3.72 -1.62
O 5.82 0.07 -1.64
C 1.14 -3.87 3.20
O -4.59 -2.65 2.68
H -1.69 6.58 0.93
H -1.68 -0.26 1.37
C 2.72 3.61 1.09
H -1.83 -1.62 -1.41
O -0.60 1.98 -7.32
H 2.86 -4.23 0.35
H -0.43 -0.99 2.39
C 4.88 3.23 -0.15
C -0.82 -0.92 1.37
H 6.66 -0.50 2.56
H 1.43 -3.20 0.68
S -4.57 -2.62 1.00
C -2.25 -1.87 -2.39
C -0.80 3.63 -0.58
N 3.50 3.09 -0.04
H 3.51 -4.41 3.86
H 4.17 -1.12 1.97
O 0.06 5.57 1.46
H 1.27 -4.14 4.25
O 5.61 3.64 0.77
H 1.85 4.19 0.77
H -5.28 -4.50 3.12
C -4.55 0.96 2.56
H -3.02 0.44 4.93
H -3.10 -0.81 3.78
C 0.68 3.03 -5.07
H -4.15 -3.93 4.23
H 0.25 3.89 -4.56
H 1.03 3.33 -6.06
H -2.33 -4.43 2.55
H -1.13 -1.93 1.08
H -1.57 2.30 -3.38
C 2.80 2.22 -0.97
C 1.91 -4.15 0.90
H 6.08 1.09 2.00
H 3.35 4.34 1.61
C -3.36 -4.50 2.19
O 0.25 -3.15 -1.67
H -0.84 -3.05 -5.39
H -1.60 0.77 -5.95
H -5.19 1.35 3.35
C -2.89 4.97 -0.42
H -3.01 2.77 1.74
O -4.12 -1.34 0.50
C 4.71 -0.51 1.24
O 7.08 -2.10 -1.03
O -0.12 0.52 -0.33
H -1.66 -1.51 -5.31
H 1.76 2.53 -1.01
C -0.06 -3.00 -2.86
O 4.91 -1.42 0.21
H -1.47 0.60 -3.87
H 2.54 2.80 1.79
O -3.40 -3.82 1.00
H 0.26 -4.33 2.74
H 3.24 2.25 -1.97
H 1.49 2.60 -4.49
O 1.36 -0.63 0.73
O 4.31 -5.02 2.06
H -2.90 5.14 -1.50
H 0.20 3.47 -0.20
C -2.40 2.08 2.34
N 2.22 -4.22 2.35
H 2.98 1.18 -0.70
H -3.75 -5.51 2.08
*
```


3.
Formula: C33H44F5IIrN7O5SiTe
Source: OMol25
Level of theory: wB97M-V/def2-TZVPD

Results
energy above the lowest of the compared OMol25 structures with the same formula, charge and spin = 218.2 kJ/mol

The geometry in ORCA input format:
```
! wB97M-V def2-TZVPD RIJCOSX def2/J DEFGRID3
* xyz 1 2
O 0.14 2.60 1.78
C -2.38 -2.03 -2.69
F -2.54 3.90 4.55
Te -1.58 2.30 4.61
H -2.05 -3.13 0.98
H 2.44 3.44 2.38
H 2.41 6.40 -2.91
C 0.14 -0.62 4.78
C 1.19 1.52 -0.13
H -1.36 2.99 0.38
H 0.11 -1.94 -3.06
F -0.15 3.64 4.17
H 1.82 -2.66 5.29
H -3.11 -4.62 -0.65
H 2.99 -4.08 3.61
H -4.87 -0.96 4.28
H 4.49 1.57 -0.90
C -1.79 -1.17 -1.74
C 2.11 -3.09 1.94
H 3.85 -2.09 -1.82
H -2.66 -1.91 -5.93
C 0.86 5.21 -2.01
H 0.44 6.04 -1.45
H -4.00 0.32 3.26
C -2.74 -3.65 -0.97
C 3.63 2.60 0.77
C 1.93 3.10 -3.49
H -2.97 1.15 -0.10
H -0.32 4.37 0.87
C -2.87 -2.42 -5.00
C 2.46 2.84 1.47
C 3.40 -2.53 -0.93
H -2.86 1.29 1.58
H 0.14 1.27 -3.71
H 4.30 1.42 -4.31
H 1.42 -0.77 -2.84
C 1.68 -2.49 4.23
N -1.33 0.05 -2.26
H 3.93 2.95 -5.13
H -3.79 -3.05 4.60
I -5.60 -1.47 1.52
C 1.23 -2.05 1.56
C -4.11 -0.72 3.56
H -2.29 -3.49 3.86
N 0.16 1.65 -2.77
C 0.27 3.96 -1.96
O -2.00 -1.42 2.62
H -0.12 -1.17 5.69
C 2.50 4.36 -3.57
H 3.37 1.43 -5.82
H -3.29 -3.95 -3.02
O 2.32 1.99 -4.17
C 0.80 2.91 -2.69
H -1.57 0.15 -3.24
N 0.85 -1.71 0.31
H 1.76 -2.37 -3.49
H 4.56 3.02 1.11
H 2.58 -3.71 1.20
H 3.35 4.56 -4.20
C 0.83 -1.49 3.80
N 0.64 -1.29 2.48
F -3.02 2.00 3.03
C -0.38 0.86 -1.80
C -1.66 -1.55 -0.44
Si 1.52 -2.56 -1.08
H -0.20 -4.32 -1.31
H -3.49 -0.07 0.87
C 0.87 -4.32 -1.15
C -0.86 3.49 1.20
H -3.94 -2.57 -4.89
C 2.38 1.27 -0.81
C 1.28 2.30 1.00
H -2.35 -3.38 -4.99
N -2.78 0.64 0.76
C 1.15 -1.82 -2.76
F -1.06 2.80 6.37
Ir -0.88 -0.36 1.00
H 2.36 0.63 -1.68
H -0.62 3.80 -1.39
N -3.07 -2.85 3.92
C 1.97 5.41 -2.83
H 3.74 -1.93 -0.07
C -2.14 -2.81 -0.05
H 0.78 0.22 5.07
N -0.06 0.95 -0.52
O -0.44 1.40 2.28
H -1.54 3.75 1.99
C 2.33 -3.29 3.28
C -2.99 -1.66 3.33
O -2.37 -1.56 -3.97
C 3.55 1.96 -4.89
C 3.58 1.80 -0.36
H 1.08 -4.88 -0.23
F -3.10 1.58 5.60
H -0.76 -0.21 4.34
C -2.84 -3.27 -2.30
H 1.34 -4.85 -1.98
H 3.82 -3.53 -0.82
*
```


4.
Formula: C6H14O
Source: OMol25
Level of theory: wB97M-V/def2-TZVPD

Results
SMILES = CCCCCOC
energy above the lowest of the compared OMol25 structures with the same formula, charge and spin = 141.4 kJ/mol

The geometry in ORCA input format:
```
! wB97M-V def2-TZVPD RIJCOSX def2/J DEFGRID3
* xyz 0 1
H 0.54 0.13 1.26
H 1.63 0.38 -0.82
H -1.96 -0.84 1.09
H -0.07 -2.34 0.49
C 0.91 1.13 -1.16
C -1.23 -0.32 1.72
H 1.03 -2.80 1.80
H -0.70 -3.22 1.92
C -0.46 0.79 -0.57
H 0.24 1.97 -3.05
C -0.37 0.68 0.96
H 0.63 0.25 -3.13
H -1.19 1.54 -0.90
H -1.73 0.11 2.59
H 1.25 2.09 -0.74
H -0.80 -0.17 -0.99
C 0.01 -2.45 1.58
H -0.33 1.67 1.43
H 1.93 1.45 -3.06
O -0.25 -1.25 2.28
C 0.93 1.21 -2.69
*
```


5.
Formula: C54H36Br4MoN5O7S
Source: OMol25
Level of theory: wB97M-V/def2-TZVPD

Results
energy above the lowest of the compared OMol25 structures with the same formula, charge and spin = 0.0 kJ/mol

The geometry in ORCA input format:
```
! wB97M-V def2-TZVPD RIJCOSX def2/J DEFGRID3
* xyz -1 1
O -0.57 3.07 7.19
C -0.38 4.09 -4.15
O -7.63 -4.31 2.27
N -2.18 0.92 0.32
C -2.42 -1.82 -0.29
H -3.13 -3.87 0.26
H -3.88 2.89 2.37
H 8.10 2.35 0.69
C 3.15 -5.04 -0.79
C -3.52 -1.06 0.15
H 0.89 -4.42 -3.85
Br 1.02 3.53 -5.29
H -2.23 4.39 5.83
C 5.78 1.63 -0.65
C -3.55 2.10 1.72
O -0.38 1.96 -3.10
H 3.88 0.73 -0.24
H 8.49 1.06 -0.48
Mo -1.04 0.81 -1.48
C 1.15 -1.31 -2.48
C 4.41 3.11 -2.57
C 0.65 -2.45 -1.91
C -1.74 3.74 3.84
Br -3.78 5.21 -1.16
C 2.31 -3.93 -0.84
O -3.34 -1.81 -3.87
N -2.38 0.17 -2.60
C 4.41 1.46 -0.84
H 5.48 -6.63 -0.57
H 0.74 1.59 3.08
C 0.01 2.85 0.76
H 2.38 -6.40 -3.78
H 0.17 2.36 8.92
C -3.40 0.29 0.41
C 0.09 2.22 3.67
H 4.06 -7.46 0.12
H -6.27 -5.67 3.06
C -4.69 -1.81 0.69
O -2.22 2.62 -1.46
C 4.70 -7.37 -0.76
H -2.50 4.35 3.37
C 0.24 2.23 5.06
H -7.15 -3.94 -0.28
H -6.01 -2.81 3.66
H 6.33 4.00 -2.99
C -1.59 3.78 5.21
Br -2.68 7.49 -3.37
C -7.16 -5.64 2.42
H -5.37 -2.48 -1.22
H -7.96 -6.21 2.88
C 1.83 0.78 -2.48
H -4.24 -1.32 2.73
C 0.31 2.19 7.86
C 1.10 3.78 1.01
C 1.97 3.64 -0.01
C -0.49 -2.43 -1.09
C -2.35 -3.25 -0.15
C 3.17 -5.93 -1.86
S -3.48 -0.40 -3.44
H 3.89 3.68 -3.32
H 3.55 0.47 -3.87
C 1.52 -4.59 -2.99
C -1.13 -3.62 -0.62
C -4.29 1.07 1.22
C -5.52 -2.54 -0.15
Br -0.22 6.64 -5.44
C -0.91 2.95 3.04
H 3.79 -5.18 0.08
C 1.49 -3.69 -1.93
N 0.24 2.17 -0.41
C -1.94 5.75 -3.34
C -1.09 2.72 1.57
H -5.33 0.86 1.40
C -0.61 3.01 5.83
C 2.30 -1.25 -3.33
C -5.87 -2.72 2.59
C -0.84 3.17 -3.23
H 2.75 -2.09 -3.84
C 2.71 0.04 -3.35
H 1.02 1.63 5.51
N 0.81 -0.04 -2.06
C -6.51 -3.37 0.37
C -2.42 4.81 -2.40
H 6.28 1.04 0.10
C -0.92 5.39 -4.21
O 3.95 -7.05 -1.91
C -6.67 -3.46 1.74
H 1.13 4.47 1.84
H -6.90 -6.08 1.45
C -2.23 1.97 1.17
O 7.80 2.83 -1.31
H 5.16 -8.34 -0.96
H 1.36 2.41 7.60
H 2.88 4.19 -0.19
H -0.71 -4.61 -0.70
H 2.30 -3.23 -0.01
C -4.89 -1.89 2.07
C -1.86 3.54 -2.32
C 2.35 -5.70 -2.95
C 2.22 1.97 -1.86
N -1.26 -1.34 -0.83
C 1.46 2.59 -0.87
H 9.53 2.49 -0.36
C 3.71 2.20 -1.79
C 6.46 2.56 -1.43
C 5.78 3.29 -2.39
C 8.50 2.14 -0.30
H 0.09 1.15 7.62
*
```


6.
Formula: C20H18BaCl5GeN2
Source: OMol25
Level of theory: wB97M-V/def2-TZVPD

The geometry in ORCA input format:
```
! wB97M-V def2-TZVPD RIJCOSX def2/J DEFGRID3
* xyz -1 1
H -2.14 1.09 -3.13
H -3.09 2.59 -3.12
C -3.90 -1.52 -2.57
C -4.64 -1.44 -0.29
C -1.02 4.58 -1.29
H 1.05 2.18 -0.71
H 0.50 -1.12 5.32
H -1.46 2.58 -3.81
Ba 0.34 -1.01 -0.21
H 3.22 -1.63 -2.20
N 1.47 -1.28 2.10
H -1.92 5.15 -1.58
C 3.65 -1.33 1.06
H -3.73 3.02 -0.29
C -2.60 -1.70 -2.10
C 0.13 1.56 -0.71
H -0.69 4.93 -0.32
C -2.26 -1.76 -0.77
H 3.02 -1.17 5.64
C -2.09 2.18 -3.01
C -2.90 2.35 -0.03
H 5.68 -1.47 -2.23
C 5.80 -1.26 -0.06
C 5.07 -1.21 1.10
C -4.93 -1.39 -1.65
C 2.84 -1.28 2.24
H 6.88 -1.16 -0.02
H 5.58 -1.06 2.04
Ge -1.37 2.64 -1.23
C 3.40 -1.25 3.55
H -3.24 1.32 -0.12
C 3.77 -1.52 -1.27
H -0.24 4.79 -2.02
C 1.18 -1.17 4.48
H -0.37 -1.22 3.03
C -3.32 -1.61 0.10
Cl -4.24 -1.45 -4.27
H -2.62 2.53 1.02
Cl -5.92 -1.26 0.87
C 2.59 -1.19 4.65
Cl -6.56 -1.17 -2.19
N 3.02 -1.47 -0.16
C 5.14 -1.43 -1.30
Cl -1.29 -1.84 -3.28
Cl -2.95 -1.61 1.84
C 0.70 -1.23 3.20
H 4.47 -1.28 3.69
*
```


Number 1: DFT total energy -325.8968 Eh. Number 2: DFT total energy -3291.4197 Eh. Number 3: DFT total energy -3501.9836 Eh. Number 4: DFT total energy -312.2012 Eh. Number 5: DFT total energy -13642.3681 Eh. Number 6: DFT total energy -5285.7851 Eh.